# 1
This record from OMol25 describes a structure of composition C30H24BrIN4ORe. The level of theory is ωB97M-V/def2-TZVPD.

The calculation puts the HOMO energy (spin up / spin down) at -13.2174 / -13.5117 eV. Its total energy is -119768.16291 eV. Its net charge is +2. As for the expectation value of S²: 3.792. For the orbital gap (spin up / spin down), the calculation gives 7.01 / 6.55 eV. For the LUMO energy (spin up / spin down), the calculation gives -6.207 / -6.964 eV. As for the largest force on an atom: 0.015 hartree/bohr. As for the spin multiplicity: 4.

Last column: natural (NBO) charge in e.
Positions of all 62 atoms, in Å:
Re -0.073 0.196 0.290  1.41
N 3.024 2.272 3.680  -0.79
C 2.041 1.788 2.892  0.68
O 1.418 0.775 3.177  -0.65
C 1.705 2.599 1.659  -0.51
C 1.350 1.815 0.383  -0.70
H 3.245 1.794 4.538  0.42
H 3.534 3.107 3.453  0.41
H 2.539 3.264 1.426  0.23
H 0.878 3.249 1.953  0.23
H 2.267 1.451 -0.084  0.22
H 0.933 2.540 -0.327  0.22
Br -1.992 -1.680 -0.221  0.23
C -0.793 -3.148 0.031  -0.07
C -1.301 -4.392 -0.149  -0.22
C -0.442 -5.501 0.010  -0.19
C 0.863 -5.297 0.339  -0.14
C 1.375 -3.991 0.550  -0.07
C 2.724 -3.807 0.944  -0.13
C 3.203 -2.559 1.209  -0.21
C 2.358 -1.437 1.081  -0.19
C 1.046 -1.541 0.678  -0.34
C 0.534 -2.854 0.402  -0.04
H -2.344 -4.534 -0.409  0.25
H -0.832 -6.502 -0.128  0.25
H 1.538 -6.140 0.452  0.24
H 3.363 -4.679 1.042  0.24
H 4.230 -2.421 1.529  0.24
H 2.769 -0.466 1.322  0.22
C 2.341 -0.587 -3.358  -0.19
C 1.908 -0.438 -2.044  0.09
N 0.708 0.044 -1.726  -0.49
C -0.106 0.462 -2.740  0.23
C 0.243 0.315 -4.081  -0.09
C 1.501 -0.236 -4.380  -0.08
C -0.665 0.738 -5.110  -0.15
C -1.844 1.302 -4.795  -0.16
C -2.206 1.505 -3.421  -0.06
C -3.417 2.114 -3.048  -0.07
C -3.708 2.292 -1.722  -0.24
C -2.778 1.875 -0.768  0.09
N -1.623 1.304 -1.086  -0.51
C -1.341 1.097 -2.403  0.15
H 3.325 -0.994 -3.544  0.25
H 2.540 -0.739 -1.229  0.24
H 1.796 -0.366 -5.417  0.25
H -0.377 0.592 -6.146  0.25
H -2.533 1.625 -5.570  0.25
H -4.110 2.436 -3.817  0.25
H -4.636 2.749 -1.401  0.26
H -2.991 2.011 0.285  0.22
I -1.135 -1.803 3.503  0.31
C -1.563 0.199 3.177  0.12
C -2.258 0.849 4.188  -0.26
C -2.534 2.199 4.080  -0.09
C -2.104 2.884 2.951  -0.24
C -1.437 2.181 1.984  0.04
N -1.167 0.853 2.064  -0.56
H -2.566 0.284 5.058  0.26
H -3.071 2.712 4.871  0.25
H -2.275 3.947 2.824  0.25
H -1.074 2.687 1.097  0.22



# 2
This record from OMol25 describes a structure of composition C30H24BrN8O4S2Tl. The level of theory is ωB97M-V/def2-TZVPD.

The calculation puts the HOMO energy at -2.3773 eV. Its total energy is -148020.18085 eV. The energy above the lowest of the compared OMol25 structures with the same formula, charge and spin is 68.97 kJ/mol. Its net charge is -2. For the orbital gap, the calculation gives 6.19 eV. For the LUMO energy, the calculation gives 3.810 eV. As for the largest force on an atom: 0.018 hartree/bohr.

Last column: natural (NBO) charge in e.
Positions of all 70 atoms, in Å:
Tl -1.957 1.940 0.498  0.82
N -4.584 -2.210 1.080  -0.82
C -3.659 -1.309 1.561  0.28
S -4.222 0.114 2.317  -0.44
N -2.405 -1.704 1.346  -0.49
N -1.494 -0.738 1.517  -0.17
C -0.306 -1.094 1.861  0.08
C 0.071 -2.519 2.121  -0.06
C 0.580 -2.912 3.357  -0.20
C 0.902 -4.241 3.612  -0.23
C 0.721 -5.201 2.626  -0.23
C 0.214 -4.819 1.388  -0.25
C -0.114 -3.495 1.139  -0.11
C 0.693 -0.011 2.083  0.20
C 2.043 -0.299 2.305  -0.27
C 2.924 0.733 2.583  -0.18
C 2.457 2.035 2.626  -0.29
C 1.118 2.249 2.333  0.04
N 0.266 1.262 2.064  -0.46
H -5.504 -2.114 1.463  0.38
H -4.238 -3.136 0.886  0.38
H 0.715 -2.164 4.131  0.21
H 1.288 -4.524 4.585  0.20
H 0.970 -6.238 2.819  0.20
H 0.069 -5.567 0.615  0.19
H -0.527 -3.197 0.182  0.23
H 2.390 -1.322 2.251  0.22
H 3.975 0.522 2.749  0.20
H 3.115 2.868 2.832  0.22
H 0.698 3.251 2.266  0.24
N -1.887 -5.882 -1.680  -0.82
C -2.085 -4.542 -2.090  0.15
C -1.062 -3.842 -2.728  -0.30
C -1.256 -2.534 -3.139  -0.12
C -2.477 -1.904 -2.910  -0.36
C -3.503 -2.599 -2.292  -0.16
C -3.310 -3.917 -1.895  -0.27
S -2.698 -0.188 -3.348  2.34
O -4.054 0.135 -2.976  -0.98
O -2.368 -0.083 -4.748  -0.97
N -1.756 0.577 -2.318  -0.94
C -0.414 0.719 -2.395  0.56
N 0.170 1.054 -1.200  -0.54
C 1.489 1.152 -1.167  0.10
C 2.302 0.990 -2.276  -0.40
C 1.630 0.681 -3.446  0.09
N 0.318 0.535 -3.529  -0.51
H -0.916 -6.099 -1.518  0.36
H -2.437 -6.129 -0.873  0.37
H -0.103 -4.327 -2.889  0.20
H -0.465 -1.993 -3.645  0.23
H -4.436 -2.082 -2.098  0.25
H -4.113 -4.460 -1.403  0.19
H 1.923 1.367 -0.189  0.19
H 3.375 1.099 -2.225  0.21
H 2.180 0.538 -4.377  0.17
Br 4.847 3.843 -0.030  -0.02
C 3.522 5.224 -0.080  0.04
C 3.966 6.519 -0.286  -0.31
C 3.024 7.540 -0.307  -0.22
C 1.679 7.256 -0.110  -0.19
C 1.245 5.954 0.111  -0.10
C 2.180 4.919 0.110  -0.28
C -0.258 5.734 0.417  0.75
O -0.953 6.751 0.235  -0.74
O -0.627 4.606 0.852  -0.78
H 5.020 6.722 -0.421  0.21
H 3.351 8.560 -0.478  0.20
H 0.926 8.035 -0.119  0.24
H 1.830 3.909 0.266  0.24



# 3
This record from OMol25 describes a structure of composition C30H24F10ILuN6O. The level of theory is ωB97M-V/def2-TZVPD.

The calculation puts the HOMO energy at -7.8989 eV. Its total energy is -111384.97442 eV. For the orbital gap, the calculation gives 7.29 eV. For the LUMO energy, the calculation gives -0.604 eV. As for the largest force on an atom: 0.044 hartree/bohr.

Last column: Mulliken charge in e.
Positions of all 73 atoms, in Å:
Lu 0.984 -0.685 1.664  1.07
C 0.425 0.402 4.475  -1.08
N 1.555 -0.514 4.122  0.45
C 2.809 0.205 4.331  -1.12
C 2.859 1.445 3.404  -0.86
N 2.273 1.142 2.092  0.31
C 2.670 2.018 1.114  -0.84
C 3.279 1.553 -0.075  0.42
F 3.512 0.203 -0.178  -0.37
C 3.540 2.344 -1.171  0.29
F 4.204 1.833 -2.222  -0.39
C 3.026 3.648 -1.166  0.64
F 3.064 4.430 -2.282  -0.39
C 2.632 4.204 0.052  0.29
F 2.442 5.525 0.168  -0.32
C 2.503 3.429 1.174  0.50
F 2.072 3.980 2.336  -0.34
C 1.501 -1.820 4.734  -0.91
C 0.390 -2.709 4.155  -0.88
N -0.105 -2.218 2.896  -0.02
C -1.383 -2.406 2.574  0.23
C -2.292 -3.368 3.082  0.24
F -1.878 -4.193 4.096  -0.32
C -3.574 -3.441 2.602  0.13
F -4.435 -4.305 3.200  -0.29
C -3.971 -2.618 1.543  0.56
F -5.273 -2.649 1.142  -0.31
C -3.159 -1.613 1.066  -0.40
F -3.610 -0.715 0.161  -0.30
C -1.921 -1.491 1.641  0.72
F -1.238 -0.193 1.634  -0.41
H 0.534 0.848 5.479  0.36
H -0.510 -0.173 4.430  0.26
H 0.424 1.154 3.683  0.33
H 3.655 -0.459 4.143  0.43
H 2.813 0.504 5.413  0.30
H 3.936 1.727 3.297  0.47
H 2.391 2.290 3.905  0.43
H 1.322 -1.727 5.820  0.27
H 2.434 -2.318 4.574  0.41
H -0.395 -2.777 4.955  0.45
H 0.810 -3.751 4.114  0.33
C -2.795 -3.117 -4.399  -1.40
C -2.516 -1.633 -4.522  0.83
C -1.646 -1.101 -5.494  -0.74
C -1.294 0.258 -5.451  -0.43
C -1.907 1.085 -4.499  0.28
N -1.546 2.455 -4.478  -0.12
C -1.186 3.344 -3.461  0.18
O -1.266 4.567 -3.543  -0.69
N -0.715 2.772 -2.333  -0.11
C -0.058 1.575 -2.090  -0.20
C 0.902 1.072 -3.011  0.31
C 1.490 -0.143 -2.697  -1.14
C 1.208 -0.768 -1.507  -0.37
N 0.473 -0.159 -0.582  0.45
C -0.283 0.886 -0.936  -0.71
C -2.813 0.579 -3.576  -0.37
C -3.151 -0.749 -3.625  -0.48
H -2.877 -3.587 -5.406  0.38
H -3.740 -3.310 -3.887  0.37
H -2.013 -3.627 -3.867  0.28
H -1.144 -1.771 -6.194  0.38
H -0.582 0.711 -6.152  0.37
H -1.612 2.952 -5.371  0.27
H -0.740 3.426 -1.557  0.27
H 1.147 1.576 -3.951  0.49
H 2.175 -0.627 -3.387  0.52
H 1.683 -1.694 -1.262  0.06
H -1.033 1.227 -0.254  0.76
H -3.264 1.247 -2.820  0.44
H -3.847 -1.135 -2.864  0.28
I 2.635 -3.052 1.000  -0.48